{
  "formula": "S2",
  "method": "the ωB97M-V functional and the def2-TZVPD basis",
  "e_tot_ev": -21657.8243,
  "relative_energy_kcal_mol": 59.8,
  "charge": 1,
  "spin_multiplicity": 2,
  "homo_lumo_gap_ev": [6.35, 6.99],
  "s2": 0.755,
  "species": ["S", "S"],
  "positions_angstrom": [[0.1550, -1.0342, 0.4516], [-0.1550, 1.0342, -0.4516]],
  "forces_ev_per_angstrom": [[-1.0, 6.9, -3.0], [1.0, -6.9, 3.0]],
  "lowdin_spin": [0.500, 0.500]
}